Here is a 16-piece molecular cluster, C48H64O48 overall in a non-equilibrium geometry from the Open Molecules 2025 dataset. Energies are from the ωB97M-V functional and the def2-TZVPD basis.

Values from the calculation:
Strongest force on any atom, eV Å⁻¹: 6.46
LUMO, eV: -0.3
Charge: 0

XYZ file:
```
160
Properties=species:S:1:pos:R:3:forces:R:3:lowdin_charge:R:1
C 31.183 -6.140 -6.411 1.6 0.5 1.9 -0.050
C 32.622 -5.522 -6.153 -1.6 1.5 -0.8 -0.039
O 32.203 -4.226 -5.578 1.8 -0.6 -0.1 0.035
C 31.001 -4.316 -5.004 1.5 -1.7 -1.7 -0.668
O 30.575 -3.570 -4.231 -1.5 2.5 2.3 0.197
O 30.375 -5.397 -5.439 -0.7 -1.4 -1.3 0.037
H 31.153 -7.150 -6.004 -0.3 -0.1 -1.0 0.120
H 30.879 -5.973 -7.444 -0.4 -0.3 0.3 0.112
H 33.160 -5.207 -7.047 -0.1 -0.5 -0.1 0.105
H 33.318 -6.082 -5.529 -0.4 0.1 0.4 0.129
C 27.356 -4.010 -9.530 0.9 -0.7 2.6 -0.099
C 28.121 -3.749 -8.194 -1.4 -2.4 0.1 -0.156
O 28.357 -2.398 -8.125 -0.2 2.8 -1.8 0.043
C 27.619 -1.773 -9.163 0.3 2.0 0.6 -0.480
O 27.533 -0.577 -9.419 0.6 -3.0 1.3 0.130
O 26.976 -2.698 -9.874 -0.1 -0.2 -1.2 0.054
H 26.508 -4.614 -9.205 -0.3 0.2 -0.9 0.112
H 28.004 -4.585 -10.191 -0.4 0.7 -0.8 0.123
H 28.984 -4.406 -8.079 0.4 0.5 -0.1 0.125
H 27.400 -4.034 -7.428 0.3 0.2 0.4 0.096
C 27.614 -7.073 -13.782 0.1 -0.1 0.8 -0.071
C 28.021 -5.587 -13.860 0.6 0.3 0.3 -0.105
O 27.474 -5.097 -12.646 -1.3 0.5 1.4 0.004
C 26.416 -5.881 -12.209 -0.7 0.9 0.5 -0.499
O 25.545 -5.558 -11.407 2.7 -0.9 -2.0 0.131
O 26.530 -7.053 -12.846 -1.5 0.0 0.3 0.044
H 28.355 -7.640 -13.219 0.5 0.0 -0.6 0.129
H 27.263 -7.653 -14.635 0.3 0.5 -0.2 0.137
H 27.715 -4.878 -14.629 -0.7 -0.8 -0.5 0.129
H 29.093 -5.400 -13.794 0.1 -0.6 0.1 0.130
C 24.577 -6.519 -7.484 -0.3 -0.3 0.4 -0.070
C 24.846 -5.553 -6.313 -0.2 -1.2 -1.6 -0.117
O 24.246 -6.298 -5.292 -1.4 -1.1 2.9 0.005
C 23.180 -7.064 -5.738 -2.4 -1.1 0.5 -0.451
O 22.223 -7.631 -5.126 4.9 2.8 -2.0 0.086
O 23.336 -7.121 -7.067 -1.4 0.0 -0.6 0.037
H 25.133 -7.455 -7.533 1.3 0.8 0.2 0.102
H 24.586 -6.051 -8.468 -0.8 -0.1 0.1 0.120
H 24.305 -4.609 -6.381 0.3 0.0 -0.4 0.123
H 25.919 -5.413 -6.186 -0.2 0.1 0.5 0.125
C 29.103 5.469 -13.126 -0.9 3.8 -0.7 -0.196
C 29.944 4.744 -14.044 0.8 -1.7 -0.8 -0.154
O 29.584 3.383 -13.715 0.3 0.2 2.5 0.030
C 29.056 3.451 -12.375 -2.1 -1.8 -1.4 -0.489
O 28.556 2.518 -11.810 1.4 0.3 -0.5 0.151
O 28.832 4.710 -11.983 1.1 -0.3 -0.6 0.115
H 28.220 5.724 -13.711 -0.7 0.2 0.9 0.140
H 29.695 6.364 -12.933 -0.8 0.4 0.8 0.143
H 30.962 5.076 -13.839 0.5 -1.2 -0.3 0.135
H 29.666 4.912 -15.084 0.3 0.0 0.1 0.143
C 27.447 -5.414 -3.134 -2.7 2.0 -4.5 -0.207
C 25.979 -5.720 -2.945 -0.8 -0.2 -1.8 -0.115
O 25.814 -5.430 -1.582 -0.6 -0.4 1.3 0.113
C 26.994 -5.552 -1.015 2.2 1.5 3.9 -0.532
O 27.309 -5.382 0.168 -1.5 -1.0 -2.9 0.117
O 27.943 -5.712 -1.960 2.7 -1.6 3.8 0.077
H 27.425 -4.334 -3.285 0.7 0.4 -0.2 0.124
H 27.901 -5.875 -4.011 0.2 -0.2 0.4 0.130
H 25.743 -6.757 -3.183 -0.3 0.0 0.3 0.128
H 25.301 -5.042 -3.465 0.2 -0.3 -0.2 0.128
C 20.838 1.460 -13.150 -1.1 1.0 -0.6 -0.115
C 21.510 2.399 -12.200 0.0 0.9 -0.6 -0.112
O 22.695 1.664 -11.932 0.6 2.7 2.7 0.061
C 22.591 0.385 -12.234 0.9 1.8 -2.1 -0.623
O 23.490 -0.355 -12.062 0.6 -2.0 0.9 0.172
O 21.605 0.276 -13.096 -2.1 -2.0 -0.2 0.104
H 20.827 1.785 -14.191 0.0 0.0 0.1 0.139
H 19.832 1.454 -12.731 -0.3 -1.4 -0.7 0.134
H 20.846 2.655 -11.374 0.6 -0.8 0.8 0.132
H 21.662 3.385 -12.637 1.0 -0.2 -0.3 0.137
C 25.647 1.806 -15.445 1.0 -1.0 0.6 -0.128
C 26.030 2.621 -14.272 1.2 -0.1 2.9 -0.168
O 24.958 3.484 -14.048 -1.4 0.9 -1.0 0.077
C 24.218 3.481 -15.186 -5.3 1.7 0.9 -0.498
O 23.097 4.049 -15.298 4.6 -1.6 0.3 0.085
O 24.681 2.611 -16.076 0.5 0.4 -1.3 0.100
H 25.158 0.860 -15.213 0.0 0.0 0.3 0.143
H 26.615 1.573 -15.889 -0.5 0.2 -1.5 0.136
H 26.945 3.214 -14.263 0.2 0.1 -1.1 0.124
H 26.189 2.047 -13.360 -0.3 -0.4 0.0 0.132
C 26.741 -1.335 -3.567 1.0 0.0 0.1 -0.083
C 26.738 -0.120 -4.455 0.0 0.1 -0.5 -0.078
O 26.546 -0.729 -5.764 -0.1 0.5 -0.2 0.078
C 26.175 -2.013 -5.648 -2.0 -0.2 -2.5 -0.511
O 25.708 -2.691 -6.589 1.8 1.8 2.6 0.077
O 26.225 -2.395 -4.391 -0.4 -0.6 0.6 0.070
H 26.093 -1.138 -2.713 0.3 -0.7 0.1 0.141
H 27.772 -1.624 -3.361 -0.2 0.0 0.7 0.140
H 27.632 0.505 -4.468 0.3 -0.5 -0.1 0.128
H 25.946 0.555 -4.129 -0.5 -0.1 -0.8 0.129
C 27.017 -9.358 -8.273 2.2 -1.1 0.0 -0.103
C 27.251 -10.022 -9.677 -1.3 -0.8 1.1 -0.093
O 28.333 -9.376 -10.374 -0.1 1.1 2.6 0.049
C 28.856 -8.515 -9.411 0.3 1.0 -0.1 -0.511
O 29.910 -7.927 -9.474 -1.3 -0.9 -0.4 0.122
O 28.002 -8.324 -8.367 0.0 1.0 -0.6 0.029
H 27.345 -9.861 -7.364 0.3 -1.0 -0.4 0.121
H 25.979 -9.204 -7.976 0.0 1.4 -1.0 0.113
H 26.274 -9.847 -10.128 0.5 -0.6 -1.0 0.131
H 27.561 -11.056 -9.527 -0.6 -0.1 -0.4 0.131
C 28.072 -9.009 -2.212 -0.8 1.7 1.4 -0.117
C 29.205 -9.869 -2.544 1.3 -1.6 2.5 -0.171
O 29.652 -9.430 -3.774 0.3 0.0 -2.2 0.101
C 28.753 -8.539 -4.285 -0.1 -0.2 -2.0 -0.539
O 28.695 -8.079 -5.405 1.0 -0.7 1.3 0.140
O 27.841 -8.295 -3.389 -1.5 0.9 -0.4 0.065
H 28.405 -8.242 -1.512 -0.7 -0.2 0.7 0.141
H 27.151 -9.536 -1.965 0.2 0.2 0.4 0.151
H 28.882 -10.891 -2.343 0.3 -0.6 -1.6 0.136
H 30.025 -9.780 -1.831 0.1 0.4 0.0 0.139
C 22.776 -1.927 -8.725 1.9 2.0 1.0 -0.118
C 23.824 -2.787 -9.330 0.8 0.8 -0.2 -0.153
O 23.176 -4.024 -9.272 -0.5 -1.1 -0.6 0.063
C 22.191 -3.949 -8.338 0.0 -3.8 0.9 -0.586
O 21.601 -4.931 -7.956 0.2 1.1 -0.6 0.154
O 22.129 -2.766 -7.786 -0.9 1.0 -0.7 0.117
H 22.205 -1.534 -9.566 -0.9 0.2 0.7 0.137
H 23.301 -1.205 -8.099 -0.6 0.8 -0.5 0.139
H 24.750 -2.799 -8.755 -0.1 -0.2 0.1 0.101
H 24.031 -2.398 -10.327 0.1 -0.7 -0.2 0.130
C 28.574 -0.793 -12.459 -0.3 1.6 -1.2 -0.088
C 27.961 -0.647 -13.918 0.2 -1.1 1.1 -0.041
O 29.139 -0.775 -14.678 -0.9 0.9 -2.9 0.066
C 30.188 -1.138 -14.035 4.8 -1.3 -0.8 -0.523
O 31.313 -1.331 -14.611 -4.6 0.6 3.2 0.060
O 29.819 -1.287 -12.734 5.2 -2.4 -2.0 0.023
H 28.293 -1.586 -11.766 -1.7 1.2 0.2 0.130
H 28.942 0.202 -12.205 -2.0 0.4 1.6 0.121
H 27.556 0.309 -14.249 -0.4 -0.2 0.8 0.103
H 27.348 -1.507 -14.186 -0.5 0.3 0.0 0.132
C 34.644 -7.007 -11.088 -3.0 1.8 -0.6 -0.105
C 33.566 -6.496 -10.010 0.6 -1.2 -2.3 -0.101
O 34.429 -6.223 -8.974 -1.2 1.4 3.0 0.056
C 35.696 -6.395 -9.222 3.6 -1.7 2.3 -0.574
O 36.615 -6.410 -8.405 -2.4 0.9 -1.7 0.129
O 35.858 -6.778 -10.478 1.3 -0.8 -0.5 0.084
H 34.630 -6.309 -11.925 -0.3 -0.6 -0.5 0.129
H 34.338 -8.019 -11.353 1.0 -0.1 -0.1 0.130
H 32.874 -7.302 -9.769 0.1 0.1 0.3 0.120
H 32.979 -5.629 -10.314 0.3 0.2 0.0 0.129
C 24.682 2.040 -8.751 1.2 -2.4 2.3 -0.179
C 24.520 3.207 -9.632 0.3 -1.7 -2.1 -0.096
O 23.214 3.629 -9.351 -0.6 4.0 -1.1 0.100
C 22.566 2.944 -8.503 -3.1 -4.1 3.9 -0.470
O 21.400 3.044 -8.035 4.9 0.0 -2.3 0.087
O 23.435 1.816 -8.169 -3.5 1.9 0.4 0.006
H 25.367 2.099 -7.905 0.5 0.6 -0.2 0.133
H 24.912 1.071 -9.193 0.5 0.4 -0.8 0.128
H 24.382 2.735 -10.604 0.7 0.7 -0.6 0.119
H 25.337 3.929 -9.621 -0.7 0.4 0.2 0.149
C 32.258 0.068 -8.062 1.5 -0.3 1.1 -0.126
C 31.633 -1.206 -7.524 2.0 -0.2 -3.3 -0.153
O 30.946 -0.701 -6.481 -1.5 -2.7 3.0 0.108
C 30.656 0.541 -6.627 -0.9 4.0 2.6 -0.562
O 30.053 1.209 -5.780 0.9 -1.5 -2.6 0.113
O 31.323 1.019 -7.687 -2.5 2.1 -0.9 0.070
H 32.594 0.101 -9.099 -0.4 0.1 0.2 0.144
H 33.011 0.365 -7.333 1.4 -0.7 -0.7 0.141
H 32.461 -1.868 -7.270 -0.6 -0.4 0.4 0.139
H 30.968 -1.603 -8.290 -0.2 -0.5 0.2 0.130
```
Forces are in eV/Å.